Model i:
DFT (ωB97M-V/def2-TZVPD) results for C3H5N3O in the gas phase.

## Properties
LUMO: 0.68 eV
Kohn-Sham gap: 0.3756 Eh
multiplicity: 1

```
12
Properties=species:S:1:pos:R:3:mulliken_charge:R:1
N 0.549 -1.285 0.681 -0.140
N 1.941 0.713 -0.260 -0.530
C 1.403 -1.986 1.090 -0.017
O -2.132 0.870 -0.575 -0.535
H 2.394 -0.245 -0.161 0.197
N 0.578 0.756 -0.357 -0.164
H -1.924 -0.149 1.219 0.228
H -1.981 -1.139 -0.246 0.278
C -0.106 -0.202 0.126 0.394
C -1.606 -0.191 0.163 -0.340
H 2.302 1.341 -0.984 0.261
H -1.420 1.517 -0.696 0.367
```

=====

Model ii:
DFT (ωB97M-V/def2-TZVPD) results for a molecular structure, C3H5N3O.

## Properties
LUMO: -0.45 eV
Kohn-Sham gap: 0.3082 Eh
multiplicity: 1

```
12
Properties=species:S:1:pos:R:3:mulliken_charge:R:1
H 1.518 -1.009 0.613 0.205
C -0.295 0.392 1.834 -0.991
H -1.296 0.703 -2.330 0.264
O 1.124 -1.395 -2.785 -0.284
C 0.058 0.238 0.382 0.734
N -0.863 0.738 -0.517 -0.307
N 1.036 -0.460 -0.099 -0.494
H -0.717 -0.537 2.233 0.267
C 0.355 -1.104 -1.979 0.197
H 0.592 0.644 2.422 0.324
N -0.470 0.608 -1.723 -0.223
H -1.041 1.182 1.950 0.309
```

=====

model i is preferred energetically. Next in line: 0.620 eV higher.